[1]
Molecular formula: C19H43BClN5O5P
Method: DFT, ωB97M-V/def2-TZVPD

The geometry in ORCA input format:
```
! RIJCOSX wB97M-V def2-TZVPD def2/J DEFGRID3
* xyz 1 1
C -1.229 1.481 2.238
C -2.464 0.818 1.981
C -3.835 -0.096 1.771
P -3.411 -1.970 2.089
Cl -2.034 -1.959 3.739
C -2.711 -2.755 0.496
N -1.205 -2.715 0.364
C -0.534 -3.793 1.233
B -5.041 -2.965 2.502
O -4.860 -4.268 3.196
C -6.555 -2.431 2.090
C -7.011 -2.910 0.564
H -0.070 1.674 2.449
H -4.596 0.247 2.602
H -4.314 0.031 0.709
H -3.199 -2.171 -0.421
H -3.104 -3.877 0.386
H -1.017 -3.063 -0.624
H -0.187 -4.731 0.624
H -1.241 -4.169 2.093
H 0.460 -3.275 1.638
H -4.190 -4.112 3.952
H -6.691 -1.271 2.194
H -7.342 -2.931 2.824
H -7.442 -2.015 -0.081
H -6.108 -3.447 0.007
H -7.887 -3.714 0.664
C 2.001 -1.144 -0.468
C 2.537 -2.531 -0.685
O 1.856 -3.426 -1.180
N 3.825 -2.779 -0.314
C 4.768 -1.860 0.278
H 0.962 -1.095 -0.811
H 2.026 -0.898 0.597
H 2.589 -0.423 -1.039
H 4.124 -3.732 -0.488
H 5.638 -1.793 -0.380
H 5.078 -2.264 1.244
H 4.351 -0.865 0.423
C -2.776 5.578 -1.674
C -2.442 4.821 -0.420
O -1.831 5.335 0.513
N -2.843 3.520 -0.339
C -3.564 2.753 -1.326
H -2.395 6.603 -1.596
H -2.306 5.098 -2.536
H -3.860 5.622 -1.806
H -2.586 3.068 0.532
H -4.497 2.408 -0.874
H -2.954 1.888 -1.599
H -3.791 3.329 -2.222
C 6.524 -3.387 -3.915
C 6.858 -4.144 -2.661
O 7.469 -3.629 -1.728
N 6.457 -5.445 -2.580
C 5.736 -6.212 -3.567
H 6.905 -2.362 -3.837
H 6.994 -3.866 -4.777
H 5.440 -3.343 -4.047
H 6.714 -5.897 -1.710
H 4.803 -6.557 -3.116
H 6.346 -7.076 -3.840
H 5.509 -5.636 -4.463
C 0.719 6.260 1.098
C 1.527 7.184 0.232
O 1.695 6.978 -0.968
N 2.084 8.281 0.820
C 1.998 8.683 2.203
H 0.338 5.430 0.493
H 1.347 5.850 1.893
H -0.131 6.798 1.525
H 2.616 8.861 0.180
H 1.543 9.676 2.242
H 3.011 8.735 2.608
H 1.406 7.995 2.805
*
```

orbital gap = 5.35 eV
molar mass = 498.8 g mol⁻¹
energy = -2225.71440 Ha
E_HOMO = -10.40 eV
ΔE to the lowest compared entry with this formula, charge and spin = 245.4 kJ/mol

***

[2]
Molecular formula: C5H10N3
Method: DFT, ωB97M-V/def2-TZVPD

The geometry in ORCA input format:
```
! RIJCOSX wB97M-V def2-TZVPD def2/J DEFGRID3
* xyz 1 1
C 1.137 -1.232 -0.619
C -1.761 -0.911 -0.562
C -1.970 0.585 -0.405
C -0.952 -1.485 0.530
C 2.061 0.845 0.294
N -1.119 1.293 0.180
N 0.339 -1.451 0.487
N 1.929 -0.234 -0.669
H -2.737 -1.393 -0.613
H -1.231 -1.056 -1.513
H -2.898 0.942 -0.857
H -1.438 -1.892 1.404
H 2.607 0.499 1.172
H 2.608 1.668 -0.156
H 1.069 1.183 0.599
H -1.336 2.286 0.234
H 0.859 -1.844 1.277
H 2.538 -0.180 -1.481
*
```

orbital gap = 8.82 eV
molar mass = 112.2 g mol⁻¹
energy = -360.44736 Ha
E_HOMO = -13.15 eV
ΔE to the lowest compared entry with this formula, charge and spin = 335.4 kJ/mol

***

[3]
Molecular formula: C25H63F6O13Y
Method: DFT, ωB97M-V/def2-TZVPD

The geometry in ORCA input format:
```
! RIJCOSX wB97M-V def2-TZVPD def2/J DEFGRID3
* xyz 0 1
Y -0.075 0.435 0.702
C 1.626 0.117 4.011
O 0.333 0.138 4.572
O 1.393 0.128 2.572
C 2.382 1.282 4.624
F 2.279 1.383 5.923
F 3.724 1.295 4.366
F 1.956 2.510 4.207
C 0.193 -0.539 5.830
C -1.061 0.195 6.362
H -1.841 0.314 5.610
H -1.544 -0.173 7.267
H -0.715 1.194 6.626
H 0.958 -0.656 6.597
H -0.083 -1.571 5.609
H 2.115 -0.819 4.282
C 0.585 -3.243 0.144
O 1.046 -3.513 -1.222
O 0.237 -1.867 0.139
C -0.278 -4.457 0.559
F 0.266 -5.570 0.120
F -0.277 -4.498 1.888
F -1.551 -4.432 0.102
C 2.232 -4.264 -1.461
C 2.281 -4.700 -2.928
H 3.293 -5.067 -3.102
H 1.667 -5.599 -2.981
H 1.929 -3.937 -3.623
H 2.309 -5.135 -0.810
H 3.112 -3.675 -1.201
H 1.505 -3.386 0.710
C -0.854 4.029 1.168
O -0.617 2.676 1.004
H -0.217 4.697 0.588
H -1.849 4.323 0.833
H -0.819 4.239 2.237
C 4.370 0.296 0.362
C 3.270 0.373 -0.635
O 2.187 1.135 -0.170
H 4.937 1.219 0.477
H 4.947 -0.585 0.081
H 4.018 0.070 1.368
H 2.817 -0.539 -1.023
H 3.722 0.873 -1.492
H 2.460 2.025 0.063
C -4.828 4.593 0.270
C -4.402 3.599 -0.776
O -3.894 2.487 -0.227
H -5.671 4.125 0.778
H -5.131 5.543 -0.172
H -4.056 4.805 1.010
H -3.683 4.031 -1.472
H -5.208 3.364 -1.471
H -3.348 2.727 0.526
C -3.512 -0.375 -2.147
C -2.691 -0.861 -0.928
O -2.271 0.333 -0.285
H -4.319 0.327 -1.942
H -4.043 -1.241 -2.542
H -2.797 -0.103 -2.924
H -1.846 -1.437 -1.308
H -3.315 -1.408 -0.222
H -2.962 1.000 -0.277
C 3.227 5.008 1.811
C 3.594 3.752 1.009
O 2.971 3.782 -0.173
H 4.017 5.721 2.046
H 2.723 4.631 2.701
H 2.471 5.640 1.346
H 3.483 2.859 1.624
H 4.660 3.746 0.784
H 3.208 4.523 -0.735
C -2.580 -3.810 -3.920
C -1.307 -4.067 -3.167
O -1.533 -5.430 -2.715
H -2.727 -4.478 -4.769
H -2.700 -2.767 -4.211
H -3.528 -3.990 -3.413
H -1.142 -3.325 -2.386
H -0.421 -4.130 -3.799
H -0.769 -5.666 -2.184
C 2.746 0.059 -4.709
C 2.555 -1.146 -3.775
O 1.373 -1.009 -3.064
H 2.901 1.043 -4.267
H 1.946 0.073 -5.449
H 3.611 -0.253 -5.294
H 3.364 -1.389 -3.087
H 2.575 -2.000 -4.452
H 1.294 -1.886 -2.683
C -2.417 -2.194 2.966
C -2.768 -0.735 2.748
O -1.657 0.087 2.574
H -1.689 -2.485 2.209
H -3.200 -2.908 2.712
H -1.924 -2.464 3.900
H -3.335 -0.382 3.609
H -3.496 -0.722 1.937
H -1.327 0.171 3.471
C -1.298 2.319 -3.323
C -0.026 2.130 -2.418
O -0.059 0.866 -1.797
H -1.139 3.203 -3.941
H -2.193 2.554 -2.747
H -1.304 1.552 -4.097
H 0.256 2.852 -1.653
H 0.863 2.199 -3.044
H 0.314 0.237 -2.418
*
```

orbital gap = 8.63 eV
molar mass = 774.7 g mol⁻¹
energy = -2605.98416 Ha
E_HOMO = -8.17 eV
ΔE to the lowest compared entry with this formula, charge and spin = 0.0 kJ/mol